A structure of composition C3H4O4Yb. Source: OMol25; level of theory: ωB97M-V/def2-TZVPD.

Each line ends with the natural charge from an NBO analysis.
Element x y z (Å)
C 0.9801 -0.1536 -0.6484  0.00
C 1.5253 0.9441 -0.0773  -0.37
H 1.3973 1.9326 -0.5207  0.23
H 0.5313 -0.1784 -1.6464  0.21
O -0.5989 -1.3032 1.3563  -0.94
H 2.3922 0.8577 0.5792  0.26
O -3.2590 0.9081 -1.3058  -1.25
C 0.6526 -1.4941 1.2635  0.98
O 1.1517 -1.3733 -0.0259  -0.55
Yb -2.1190 -0.0987 0.1394  2.47
O 1.4884 -1.3118 2.1427  -0.54
H -4.1418 1.2707 -1.2566  0.51

Calculated values
Net charge   +1
Lowest unoccupied orbital energy (alpha / beta)   -6.94 / -8.34 eV
Spin multiplicity   2
Molecular weight   277.1 u
ΔE to the lowest compared entry with this formula, charge and spin   168.8 kJ/mol
F_max   0.1203 Eh/bohr